1.
Density functional theory data (the ωB97M-V functional and the def2-TZVPD basis) for a 5-piece molecular cluster, C2H14NO3S2 overall at a distorted geometry.

Charge: +1
Kohn-Sham gap: 3.97 eV
Calculated total energy: -31593.794 eV
Lowest unoccupied orbital energy: -8.3 eV
HOMO energy: -12.28 eV

Structure (XYZ):
```
22
C2H14NO3S2 (the ωB97M-V functional and the def2-TZVPD basis)
N -0.08320 0.36059 0.18951
C 1.31644 0.77958 -0.29872
C 1.82836 -0.27052 -1.30981
S 3.52361 0.21316 -1.84341
S -2.38684 1.31809 1.80647
H -0.14568 -0.42083 0.90774
H -0.72636 0.28096 -0.61366
H -0.66895 1.14684 0.63496
H 2.00317 0.74634 0.52569
H 1.21376 1.79847 -0.73210
H 1.90317 -1.23096 -0.74927
H 1.35955 -0.63276 -2.19310
H 4.13706 0.03828 -0.64500
H -1.04869 0.17039 -4.22542
H -1.82175 1.12803 -3.16025
O -1.08543 0.46340 -3.29242
H 0.08105 -2.51061 2.52805
H -1.27137 -1.89551 2.03967
O -0.31456 -1.96529 1.77782
H -3.68878 -2.19536 2.34926
H -3.24131 -0.84230 2.90051
O -2.91997 -1.70553 2.68317
```

Results of the Mulliken charge analysis, in e, for atoms 1 through 2: atom 1 (N): -0.18, atom 2 (C): -0.56


2.
Density functional theory data (the ωB97M-V functional and the def2-TZVPD basis) for a 4-piece molecular cluster, C2H14NO4 overall at a distorted geometry.

Charge: +1
Kohn-Sham gap: 11.07 eV
Calculated total energy: -11974.854 eV
Lowest unoccupied orbital energy: -3.0 eV
HOMO energy: -14.08 eV

Structure (XYZ):
```
21
C2H14NO4 (the ωB97M-V functional and the def2-TZVPD basis)
C 0.80706 1.48738 1.65331
O -0.08757 1.01036 2.65932
C -0.04653 2.05387 0.49566
N -0.59903 0.81433 -0.20039
H 1.34486 0.59512 1.33967
H 1.44984 2.24528 2.09958
H -0.59367 1.66466 3.15502
H -0.93906 2.62063 0.73311
H 0.63090 2.61319 -0.14860
H 0.18442 0.16440 -0.36060
H -1.15820 1.00066 -1.04962
H -1.08726 0.29872 0.54491
H -3.34926 1.30505 -0.86832
H -3.35626 1.47310 -2.45677
O -2.87686 1.11128 -1.68117
H 1.12736 -4.80386 -2.05296
H 2.54852 -5.26381 -2.36269
O 2.02789 -4.51301 -2.01452
H 2.06396 -2.14856 0.04542
H 0.58440 -2.15808 0.31150
O 1.32449 -1.57070 0.15812
```

Results of the Mulliken charge analysis, in e, for atoms 1 through 2: atom 1 (C): -0.37, atom 2 (O): -0.53


3.
Density functional theory data (the ωB97M-V functional and the def2-TZVPD basis) for a 5-piece molecular cluster, C2H14NO4 overall at a distorted geometry.

Charge: +1
Kohn-Sham gap: 11.68 eV
Calculated total energy: -11973.634 eV
Lowest unoccupied orbital energy: -3.0 eV
HOMO energy: -14.70 eV

Structure (XYZ):
```
21
C2H14NO4 (the ωB97M-V functional and the def2-TZVPD basis)
C 0.29585 1.86859 0.29821
C 1.27594 1.33662 0.98968
N -0.35766 0.97653 -0.74203
H -0.13115 2.82161 0.34220
H 1.66457 1.89758 1.89131
H 1.87046 0.47670 1.07835
H -1.12111 0.37827 -0.39237
H -0.88131 1.54890 -1.45054
H 0.29540 0.34127 -1.22267
H 0.42658 -2.68629 -1.28892
H -0.52555 -1.84993 -0.38025
O 0.32736 -1.87146 -0.79204
H 2.16842 -0.29885 -2.01656
H 2.21402 0.52134 -3.23842
O 2.16394 0.61351 -2.29049
H -3.37884 -0.35141 0.89110
H -2.59058 1.20511 1.10620
O -2.68634 0.28752 0.79806
H -0.72457 -2.13498 2.78029
H -0.12710 -2.99067 1.65904
O -0.17834 -2.08995 1.97985
```

Results of the Mulliken charge analysis, in e, for atoms 1 through 2: atom 1 (C): -0.12, atom 2 (C): -0.69


4.
Density functional theory data (the ωB97M-V functional and the def2-TZVPD basis) for a 5-piece molecular cluster, C2H14NO5 overall at a distorted geometry.

Charge: -1
Kohn-Sham gap: 8.05 eV
Calculated total energy: -14029.202 eV
Lowest unoccupied orbital energy: 3.8 eV
HOMO energy: -4.27 eV

Structure (XYZ):
```
22
C2H14NO5 (the ωB97M-V functional and the def2-TZVPD basis)
C -1.82447 1.76018 -1.98945
N -1.12140 0.94213 -1.03588
C -1.91528 0.03533 -0.17686
O -1.68652 -1.31417 -0.38795
H -2.82038 2.17655 -1.77446
H -1.83993 1.42986 -3.06440
H -1.35384 2.73213 -2.22333
H -0.36162 0.42656 -1.46088
H -2.99671 0.16700 -0.35850
H -1.54091 0.28095 0.82616
H -1.85775 -2.79151 2.05972
H -1.53076 -1.71344 0.97521
O -1.19472 -2.08967 1.93903
H 1.69192 0.01547 0.91086
H 2.57583 0.23144 2.18924
O 2.53413 0.41668 1.25002
H 4.09886 1.07895 -0.24802
H 4.73240 0.28139 0.72414
O 4.99126 0.98590 0.11274
H 0.45573 -1.90358 1.31183
H 0.06336 -1.55319 -0.05800
O 0.90079 -1.59495 0.47879
```

Results of the Mulliken charge analysis, in e, for atoms 1 through 2: atom 1 (C): -0.95, atom 2 (N): -0.24


5.
Density functional theory data (the ωB97M-V functional and the def2-TZVPD basis) for a 5-piece molecular cluster, C2H14O4S overall at a distorted geometry.

Charge: 0
Kohn-Sham gap: 9.58 eV
Calculated total energy: -21326.701 eV
Lowest unoccupied orbital energy: 0.4 eV
SMILES: CCS.O.O.O.O
HOMO energy: -9.15 eV

Structure (XYZ):
```
21
C2H14O4S (the ωB97M-V functional and the def2-TZVPD basis)
C 0.11256 -2.71314 -1.51167
C 0.32275 -1.25757 -1.96065
S 1.68874 -0.44963 -1.10959
H -0.87046 -3.05315 -1.79575
H 0.87842 -3.32439 -1.97730
H 0.26856 -2.74017 -0.43908
H -0.60069 -0.68981 -1.81331
H 0.49868 -1.28517 -3.02788
H 0.88754 0.08898 -0.18569
O -2.77699 1.29106 0.22515
H -2.90245 2.04938 0.80266
H -2.05203 0.78312 0.62652
O 1.39314 1.14982 2.52552
H 1.37316 1.75659 3.27262
H 1.32398 1.73000 1.73476
O -0.69130 -0.29796 1.39192
H -0.14655 0.21421 2.01726
H -0.57891 -1.21215 1.67469
O 0.75878 2.86008 0.14050
H 1.23819 2.18289 -0.35124
H -0.12513 2.91704 -0.23945
```

Results of the Mulliken charge analysis, in e, for atoms 1 through 2: atom 1 (C): -0.97, atom 2 (C): -0.41


6.
Density functional theory data (the ωB97M-V functional and the def2-TZVPD basis) for a 5-piece molecular cluster, C2H14O4S2 overall at a distorted geometry.

Charge: 0
Kohn-Sham gap: 9.14 eV
Calculated total energy: -32161.248 eV
Lowest unoccupied orbital energy: 0.5 eV
SMILES: CCSS.O.O.O.O
HOMO energy: -8.65 eV

Structure (XYZ):
```
22
C2H14O4S2 (the ωB97M-V functional and the def2-TZVPD basis)
C -0.77128 -0.50178 2.01541
C 0.22446 -0.36274 3.13329
S 1.65921 0.73183 2.67047
S 1.50500 1.33567 0.75078
H -0.46866 -1.11753 1.18263
H -0.99246 0.47492 1.54298
H -1.79777 -0.68280 2.31213
H 0.73134 -1.35133 3.36192
H -0.23043 -0.13420 4.10807
H 1.11967 2.63424 0.97102
O -0.81487 0.01196 -3.34250
H -0.24738 -0.09583 -4.11600
H -1.72095 -0.13187 -3.62325
O 1.64720 -0.03981 -5.40307
H 2.06816 0.81418 -5.53038
H 2.13350 -0.48964 -4.69754
O 3.55679 -1.40621 -3.70286
H 3.33317 -1.99981 -2.97953
H 3.89252 -2.00535 -4.37965
O -4.57129 1.40061 5.33875
H -5.00538 2.19019 5.00953
H -5.25053 0.72531 5.37780
```

Results of the Mulliken charge analysis, in e, for atoms 1 through 2: atom 1 (C): -1.20, atom 2 (C): -0.21


7.
Density functional theory data (the ωB97M-V functional and the def2-TZVPD basis) for an isolated molecule of C2H14Si4 at a distorted geometry.

Charge: 0
Kohn-Sham gap (alpha / beta): 4.55 / 5.40 eV
Calculated total energy: -33804.001 eV
Lowest unoccupied orbital energy (alpha / beta): 0.5 / -4.0 eV
2S+1: 3
HOMO energy (alpha / beta): -4.07 / -9.44 eV

Structure (XYZ):
```
20
C2H14Si4 (the ωB97M-V functional and the def2-TZVPD basis)
C 0.99327 -2.23258 -0.98487
C -0.99716 2.29229 -0.88278
Si 2.41130 0.15592 1.23106
Si -2.37869 -0.25113 1.47075
Si 0.96856 -0.34281 -0.81347
Si -1.27682 0.39435 -0.63126
H 0.83303 -2.86225 -0.01431
H 0.14836 -2.50276 -1.70000
H 1.87427 -2.50947 -1.52288
H -2.04744 2.68189 -0.95230
H -0.48886 2.90915 -0.09984
H -0.47251 2.32245 -1.92688
H 2.94207 1.57684 1.39035
H 3.57741 -0.71085 1.18236
H 1.86414 0.07147 2.67891
H -2.36642 0.81634 2.43421
H -3.81405 -0.52088 0.99150
H -1.48941 -1.51270 1.86441
H 1.82819 0.32199 -1.87622
H -2.10925 -0.09727 -1.83873
```

Results of the Mulliken charge analysis, in e, for atoms 1 through 2: atom 1 (C): -1.05, atom 2 (C): -1.00


8.
Density functional theory data (the ωB97M-V functional and the def2-TZVPD basis) for a 5-piece molecular cluster, C2H15NO4 overall at a distorted geometry.

Charge: 0
Kohn-Sham gap: 9.44 eV
Calculated total energy: -11996.912 eV
Lowest unoccupied orbital energy: 0.3 eV
SMILES: CNC.O.O.O.O
HOMO energy: -9.10 eV

Structure (XYZ):
```
22
C2H15NO4 (the ωB97M-V functional and the def2-TZVPD basis)
C -0.99793 -1.90761 -1.23951
N 0.36484 -1.94302 -0.70185
C 1.09294 -0.68891 -0.69919
H -1.80461 -1.82082 -0.51427
H -1.13605 -1.14481 -2.01085
H -1.05611 -2.87294 -1.75420
H 0.86368 -2.60161 -1.28156
H 0.76234 0.03447 -1.46517
H 2.17730 -0.78536 -0.77755
H 0.96921 -0.14696 0.24242
O -0.34901 -3.01959 2.15668
H -1.20794 -2.57917 2.25829
H 0.06292 -2.45758 1.48862
O 0.11555 0.70805 2.14240
H -0.18386 0.87887 3.03439
H 0.46761 1.59891 1.94743
O -0.96758 2.98971 -1.23151
H -0.62977 2.48682 -1.95621
H -1.90435 2.93479 -1.36170
O 1.02939 3.58344 0.90612
H 1.90938 3.55900 0.52878
H 0.42206 3.19430 0.28843
```

Results of the Mulliken charge analysis, in e, for atoms 1 through 2: atom 1 (C): -0.83, atom 2 (N): -0.30


9.
Density functional theory data (the ωB97M-V functional and the def2-TZVPD basis) for a 5-piece molecular cluster, C2H15NO4 overall at a distorted geometry.

Charge: 0
Kohn-Sham gap: 9.20 eV
Calculated total energy: -11996.969 eV
Lowest unoccupied orbital energy: 0.5 eV
SMILES: CNC.O.O.O.O
HOMO energy: -8.68 eV

Structure (XYZ):
```
22
C2H15NO4 (the ωB97M-V functional and the def2-TZVPD basis)
C 1.78028 -0.60000 2.45201
N 1.24213 0.65721 1.95805
C -0.07436 1.13930 1.54166
H 2.63738 -0.92918 1.87235
H 0.98026 -1.34428 2.47128
H 2.09588 -0.48739 3.49328
H 1.77695 1.41829 2.33790
H 0.07643 2.04339 0.95906
H -0.59867 0.39814 0.94250
H -0.67591 1.33233 2.42503
O 1.90060 0.68504 -0.85787
H 2.81356 0.68077 -1.14154
H 1.79609 0.59649 0.10974
O -1.70146 -1.55972 -0.07619
H -2.15887 -2.27353 -0.53079
H -1.40400 -0.98954 -0.82890
O -3.38990 -0.10572 -3.68541
H -3.84280 -0.48454 -2.92621
H -2.45726 -0.23000 -3.48083
O -0.62402 0.07296 -2.13814
H 0.25733 0.46037 -1.98982
H -0.42965 -0.48039 -2.90715
```

Results of the Mulliken charge analysis, in e, for atoms 1 through 2: atom 1 (C): -0.77, atom 2 (N): -0.36


10.
Density functional theory data (the ωB97M-V functional and the def2-TZVPD basis) for a 6-piece molecular cluster, C2H15NO5 overall at a distorted geometry.

Charge: 0
Kohn-Sham gap: 4.02 eV
Calculated total energy: -14036.739 eV
Lowest unoccupied orbital energy: -5.9 eV
HOMO energy: -9.88 eV

Structure (XYZ):
```
23
C2H15NO5 (the ωB97M-V functional and the def2-TZVPD basis)
C 1.32075 -1.74095 1.59872
C 0.32721 -1.41794 0.44884
N 1.09701 -1.01641 -0.71424
H 2.22038 -1.13583 1.52199
H 1.52165 -2.81120 1.54571
H 0.77519 -1.67873 2.54107
H -0.31818 -0.57107 0.78866
H -0.23482 -2.31631 0.18287
H -1.27223 -1.34922 -3.69930
H 0.98937 -0.00066 -0.76617
O -0.49004 -1.25308 -3.15742
H 0.77590 -1.43211 -1.59734
H 1.72774 2.17105 0.84680
O 1.43133 1.24752 0.89508
H -1.49117 1.47696 -0.43318
H -2.03914 2.74378 0.31767
O -1.81677 1.81979 0.45337
H -0.87913 1.29196 2.19604
H 0.54590 0.93561 1.98215
O -0.19112 0.81991 2.70416
H -0.62332 -0.41273 -2.58494
H -1.47702 1.46866 -2.54280
O -1.12672 0.84474 -1.88719
```

Results of the Mulliken charge analysis, in e, for atoms 1 through 2: atom 1 (C): -1.18, atom 2 (C): 0.04


Record-wise ΔE to the lowest compared entry with this formula, charge and spin values, in kJ/mol: 467.6; 56.8; 174.5; 127.5; 30.1; 78.5; 110.5; 119.7; 114.2; 838.7